Entry one
{"formula": "C4H6N2O2", "method": "the ωB97M-V functional and the def2-TZVPD basis", "symbols": ["C", "C", "C", "C", "H", "H", "H", "H", "H", "H", "N", "N", "O", "O"], "xyz": [[-0.339, -0.506, -2.170], [-1.058, -1.545, -0.329], [1.350, 0.788, 0.878], [-0.021, 1.224, 1.612], [0.631, -0.480, -1.685], [-1.631, -2.450, -0.117], [1.843, -0.127, 1.217], [2.148, 1.667, 0.557], [-0.261, 2.371, 1.661], [-0.302, 0.534, 2.434], [-0.319, -0.878, 0.522], [0.041, 0.539, 0.179], [-0.589, -0.069, -3.270], [-1.493, -1.069, -1.489]], "nbo_charge": [0.626, 0.369, -0.279, -0.279, 0.173, 0.195, 0.217, 0.223, 0.232, 0.231, -0.376, -0.321, -0.512, -0.499], "lumo_energy_ev": 0.87, "smiles": "O=CO/C=N\\N1CC1", "charge": 0, "homo_ev": -9.5}

---

Entry two
{"formula": "C4H6N2O2", "method": "the ωB97M-V functional and the def2-TZVPD basis", "symbols": ["C", "C", "C", "C", "H", "H", "H", "H", "H", "H", "N", "N", "O", "O"], "xyz": [[0.004, 1.809, -0.076], [0.739, -1.135, 0.541], [1.812, -0.808, -0.273], [-1.688, -0.913, -0.301], [0.989, 1.885, -0.580], [-0.779, 1.996, -1.110], [-0.223, 2.730, 0.475], [0.836, -0.941, 1.624], [0.861, -2.408, 0.509], [-1.592, -2.187, -0.093], [-0.408, -0.388, -0.033], [2.682, -0.068, -0.785], [-0.480, 0.784, 0.694], [-2.752, -0.353, -0.594]], "nbo_charge": [-0.272, -0.367, 0.250, 0.559, 0.214, 0.154, 0.204, 0.272, 0.259, 0.086, -0.196, -0.275, -0.358, -0.530], "lumo_energy_ev": 0.37, "smiles": "CON(C=O)CC#N", "charge": 0, "homo_ev": -10.3}

---

Entry three
{"formula": "C4H6N2O2", "method": "the ωB97M-V functional and the def2-TZVPD basis", "symbols": ["C", "C", "C", "C", "H", "H", "H", "H", "H", "H", "N", "N", "O", "O"], "xyz": [[-0.389, -2.678, 1.405], [0.245, -0.498, 0.046], [0.797, 0.781, -0.377], [-0.176, 1.905, -0.785], [-0.752, -3.438, 2.105], [0.070, -3.307, 0.681], [0.292, -2.003, 2.031], [-1.979, -1.757, 1.545], [0.947, -1.452, -0.208], [-1.149, 1.604, -0.345], [-1.304, -1.938, 0.591], [-1.032, -0.603, 0.364], [1.942, 0.822, -0.618], [0.066, 3.063, -1.160]], "nbo_charge": [-0.476, -0.091, 0.392, 0.334, 0.223, 0.200, 0.201, 0.351, 0.215, 0.130, -0.405, -0.181, -0.450, -0.445], "lumo_energy_ev": -1.03, "smiles": "CN/N=C/C(=O)C=O", "charge": 0, "homo_ev": -9.7}

---

Entry four
{"formula": "C4H6N2O2", "method": "the ωB97M-V functional and the def2-TZVPD basis", "symbols": ["N", "C", "C", "N", "C", "C", "O", "O", "H", "H", "H", "H", "H", "H"], "xyz": [[-0.252, -0.296, 0.566], [0.964, 0.056, 1.977], [-0.033, 0.618, -0.303], [2.260, 0.283, 1.700], [-1.645, -0.083, -1.292], [-1.496, -0.722, -2.438], [0.482, 0.002, 3.084], [0.767, 1.260, -0.886], [-1.077, -0.296, 1.146], [2.534, 0.545, 0.766], [2.941, 0.328, 2.450], [-2.582, 0.271, -0.878], [-2.337, -0.896, -3.111], [-0.525, -1.069, -2.783]], "nbo_charge": [-0.647, 0.766, 0.767, -0.841, -0.317, -0.441, -0.584, -0.552, 0.428, 0.424, 0.418, 0.181, 0.199, 0.199], "lumo_energy_ev": 0.57, "charge": 0, "homo_ev": -8.2}

---

From most stable to least stable, the computed energies give entry four, entry one, entry three, entry two.

---

Entry one
{"formula": "C4H6N2O2", "method": "the ωB97M-V functional and the def2-TZVPD basis", "symbols": ["C", "C", "C", "C", "H", "H", "H", "H", "H", "H", "N", "N", "O", "O"], "xyz": [[-1.886, -0.212, 0.022], [-1.317, 1.033, -0.156], [0.008, 1.230, -0.140], [2.950, -0.785, -0.003], [-3.677, -1.093, 0.112], [-2.058, 1.792, -0.227], [0.385, 2.269, 0.000], [0.602, -0.735, -0.161], [2.285, -1.782, -0.126], [4.029, -0.820, 0.283], [0.999, 0.197, 0.105], [2.348, 0.376, 0.187], [-3.278, -0.158, 0.309], [-1.391, -1.313, -0.207]], "nbo_charge": [0.755, -0.466, 0.127, -0.165, 0.499, 0.248, 0.221, 0.404, 0.167, 0.205, -0.446, -0.195, -0.716, -0.636], "lumo_energy_ev": 0.13, "smiles": "C=NN/C=C\\C(=O)O", "charge": 0, "homo_ev": -8.8}

---

Entry two
{"formula": "C4H6N2O2", "method": "the ωB97M-V functional and the def2-TZVPD basis", "symbols": ["C", "C", "C", "C", "N", "N", "O", "O", "H", "H", "H", "H", "H", "H"], "xyz": [[-1.885, -0.998, -0.440], [-0.811, -0.468, -1.049], [-0.989, 0.246, 1.076], [0.827, 1.179, -0.250], [-1.989, -0.538, 0.913], [-0.262, 0.434, -0.068], [1.653, -1.395, 0.441], [2.375, -0.169, 0.347], [-2.590, -1.647, -0.714], [-0.506, -0.740, -2.048], [-0.693, 0.708, 1.983], [1.169, 1.919, 0.569], [1.178, 1.257, -1.335], [1.965, -1.668, 1.291]], "nbo_charge": [-0.067, -0.078, 0.221, 0.086, -0.417, -0.402, -0.491, -0.446, 0.206, 0.244, 0.203, 0.244, 0.236, 0.459], "lumo_energy_ev": [-0.19, -0.19], "charge": 0, "homo_ev": [-8.5, -8.5]}

---

From most stable to least stable, the computed energies give entry one, entry two.

---

Entry one
{"formula": "CH4NO3", "method": "the ωB97M-V functional and the def2-TZVPD basis", "symbols": ["C", "N", "O", "O", "O", "H", "H", "H", "H"], "xyz": [[1.416, 0.622, -0.468], [-1.701, -0.467, 0.278], [-1.151, -0.696, 1.594], [1.186, 0.233, 0.737], [1.122, 1.634, -1.044], [1.859, -0.323, -1.009], [-1.246, -0.906, -0.485], [-0.161, -0.339, 1.445], [-1.521, 0.475, 0.154]], "nbo_charge": [0.652, -0.560, -0.649, -0.854, -0.716, -0.020, 0.315, 0.505, 0.327], "lumo_energy_ev": 4.59, "charge": -1, "homo_ev": -4.6}

---

Entry two
{"formula": "CH4NO3", "method": "the ωB97M-V functional and the def2-TZVPD basis", "symbols": ["C", "N", "O", "O", "O", "H", "H", "H", "H"], "xyz": [[0.094, -0.024, -0.691], [0.394, -0.771, 0.761], [0.130, 0.226, 1.717], [-0.050, 1.251, -0.537], [-1.153, -0.583, -1.009], [0.860, -0.220, -1.515], [1.349, -0.893, 0.765], [0.220, 1.065, 1.160], [-1.844, -0.052, -0.651]], "nbo_charge": [0.484, -0.406, -0.658, -0.913, -0.791, 0.073, 0.278, 0.469, 0.465], "lumo_energy_ev": 4.67, "smiles": "[O-][C@H](O)NO", "charge": -1, "homo_ev": -3.7}

---

Entry three
{"formula": "CH4NO3", "method": "the ωB97M-V functional and the def2-TZVPD basis", "symbols": ["N", "C", "O", "O", "H", "H", "H", "H", "O"], "xyz": [[1.127, 0.310, -0.208], [-0.060, 0.422, -1.129], [-1.069, -0.179, -0.785], [0.138, 1.114, -2.182], [1.883, 0.721, -0.504], [1.306, -0.567, 0.193], [-0.795, -0.162, 2.032], [-1.291, -0.760, 0.804], [-1.240, -0.898, 1.781]], "nbo_charge": [-0.939, 0.885, -0.788, -0.804, 0.342, 0.352, 0.448, 0.506, -1.002], "lumo_energy_ev": 4.44, "charge": -1, "homo_ev": -4.4}

---

From most stable to least stable, the computed energies give entry three, entry one, entry two.

---

Entry one
{"formula": "C4H8NO2S", "method": "the ωB97M-V functional and the def2-TZVPD basis", "symbols": ["C", "N", "C", "C", "S", "C", "O", "O", "H", "H", "H", "H", "H", "H", "H", "H"], "xyz": [[0.866, -2.091, 0.082], [0.294, -0.938, 0.755], [0.094, 0.204, -0.145], [-0.182, 1.469, 0.723], [0.938, 2.864, 0.409], [-1.207, 0.029, -1.030], [-1.388, 0.984, -1.820], [-1.925, -0.945, -0.759], [0.805, -1.995, -1.003], [0.293, -2.960, 0.411], [1.889, -2.238, 0.424], [-0.634, -1.188, 1.056], [1.040, 0.428, -0.635], [-1.159, 1.863, 0.507], [-0.141, 1.267, 1.790], [0.418, 3.248, -0.762]], "nbo_charge": [-0.405, -0.654, -0.195, -0.496, -0.112, 0.748, -0.791, -0.774, 0.182, 0.185, 0.164, 0.371, 0.197, 0.229, 0.215, 0.136], "lumo_energy_ev": 3.33, "smiles": "CN[C@H](CS)C(=O)[O-]", "charge": -1, "homo_ev": -4.0}

---

Entry two
{"formula": "C4H8NO2S", "method": "the ωB97M-V functional and the def2-TZVPD basis", "symbols": ["O", "C", "N", "C", "O", "C", "C", "S", "H", "H", "H", "H", "H", "H", "H", "H"], "xyz": [[-1.015, -0.239, -0.283], [0.143, 0.229, -0.349], [0.744, 0.707, -1.443], [-1.715, -0.210, -3.349], [-2.257, 0.389, -4.243], [0.958, 0.102, 0.950], [0.083, -0.201, 2.168], [0.976, -0.208, 3.753], [1.067, 1.654, -1.278], [-1.100, 0.239, -2.546], [-1.786, -1.319, -3.238], [1.753, -0.641, 0.928], [1.353, 1.112, 1.124], [-0.747, 0.507, 2.238], [-0.502, -1.117, 2.085], [2.043, -1.007, 3.483]], "nbo_charge": [-0.744, 0.640, -1.017, 0.284, -0.578, -0.516, -0.505, -0.108, 0.325, 0.200, 0.056, 0.202, 0.200, 0.229, 0.220, 0.110], "lumo_energy_ev": 2.99, "charge": -1, "homo_ev": -3.4}

---

From most stable to least stable, the computed energies give entry one, entry two.

---

Entry one
{"formula": "C4H5N3O", "method": "the ωB97M-V functional and the def2-TZVPD basis", "symbols": ["C", "C", "C", "C", "H", "H", "H", "H", "H", "N", "N", "N", "O"], "xyz": [[-2.105, 0.260, 0.168], [0.233, -0.105, 0.081], [2.126, 0.866, -0.095], [2.443, -0.401, -0.005], [-3.817, 0.718, -0.006], [-1.739, 1.224, 0.658], [-1.277, -1.561, -0.081], [2.748, 1.772, -0.064], [3.301, -1.014, -0.127], [-3.242, 0.000, -0.235], [-1.025, -0.571, 0.064], [0.716, 1.054, -0.035], [1.184, -1.031, 0.020]], "nbo_charge": [0.297, 0.657, -0.089, 0.018, 0.344, 0.161, 0.431, 0.221, 0.223, -0.666, -0.625, -0.530, -0.442], "lumo_energy_ev": 0.94, "smiles": "[H]/N=C/Nc1ncco1", "charge": 0, "homo_ev": -8.9}

---

Entry two
{"formula": "C4H5N3O", "method": "the ωB97M-V functional and the def2-TZVPD basis", "symbols": ["C", "C", "C", "C", "H", "H", "H", "H", "H", "N", "N", "N", "O"], "xyz": [[-2.672, 0.246, 0.205], [-0.362, -0.409, -0.123], [1.916, 0.565, 0.256], [1.866, -0.810, -0.042], [-2.600, 0.835, -0.636], [-3.656, -0.308, 0.202], [-2.367, 0.730, 1.187], [2.940, 0.766, 0.789], [2.757, -1.538, 0.276], [-1.585, -0.862, -0.008], [-0.294, 1.113, -0.269], [0.926, 1.488, -0.113], [0.639, -1.275, -0.107]], "nbo_charge": [-0.430, 0.524, -0.215, 0.184, 0.203, 0.207, 0.206, 0.228, 0.234, -0.444, -0.148, -0.123, -0.425], "lumo_energy_ev": -0.94, "smiles": "C/N=c1\\nncco1", "charge": 0, "homo_ev": -8.9}

---

Entry three
{"formula": "C4H5N3O", "method": "the ωB97M-V functional and the def2-TZVPD basis", "symbols": ["C", "C", "C", "C", "H", "H", "H", "H", "H", "N", "N", "N", "O"], "xyz": [[0.180, 0.573, -1.113], [-0.934, -0.280, -1.062], [0.399, -0.531, 0.807], [0.776, -1.211, 2.104], [1.001, 2.309, -1.232], [-0.555, 2.773, -1.511], [-1.750, -0.540, -1.834], [-1.450, -1.558, 0.560], [0.118, -2.034, 2.212], [0.375, 1.907, -1.849], [-0.796, -0.916, 0.081], [0.965, 0.421, 0.036], [1.670, -0.912, 2.802]], "nbo_charge": [0.231, -0.082, 0.169, 0.401, 0.360, 0.332, 0.242, 0.418, 0.097, -0.783, -0.501, -0.421, -0.463], "lumo_energy_ev": 0.08, "charge": 0, "homo_ev": -8.6}

---

From most stable to least stable, the computed energies give entry one, entry three, entry two.

---

Entry one
{"formula": "C4H5N3O", "method": "the ωB97M-V functional and the def2-TZVPD basis", "symbols": ["C", "C", "C", "C", "H", "H", "H", "H", "H", "N", "N", "N", "O"], "xyz": [[-1.402, 0.087, -0.019], [0.021, 0.118, 0.056], [0.938, 1.108, 0.199], [2.166, 0.477, -0.003], [-3.026, -0.742, 0.318], [-1.629, -1.826, 0.499], [-1.375, 2.010, -0.200], [0.711, 2.086, 0.581], [3.102, 1.072, 0.022], [-2.141, -1.072, 0.062], [-2.002, 1.187, -0.226], [2.100, -0.804, -0.143], [0.772, -1.065, -0.059]], "nbo_charge": [0.360, 0.228, -0.326, -0.039, 0.406, 0.399, 0.341, 0.239, 0.219, -0.790, -0.667, -0.085, -0.284], "lumo_energy_ev": 0.25, "smiles": "[H]/N=C(/N)c1ccno1", "charge": 0, "homo_ev": -9.5}

---

Entry two
{"formula": "C4H5N3O", "method": "the ωB97M-V functional and the def2-TZVPD basis", "symbols": ["C", "C", "C", "C", "N", "N", "N", "O", "H", "H", "H", "H", "H"], "xyz": [[-1.822, 0.268, -0.384], [0.396, -1.358, -0.467], [-0.661, 0.770, 0.446], [0.568, 0.014, 0.012], [-1.735, -0.858, -0.962], [-0.742, -1.757, -0.846], [1.827, 0.417, 0.293], [3.001, -0.114, 0.263], [-2.664, 0.969, -0.403], [1.174, -2.035, -0.483], [-0.400, 1.842, 0.363], [-0.732, 0.495, 1.603], [1.792, 1.346, 0.563]], "nbo_charge": [0.102, 0.054, -0.528, 0.086, -0.251, -0.227, 0.002, -0.483, 0.201, 0.217, 0.239, 0.245, 0.343], "lumo_energy_ev": [-0.89, -0.89], "smiles": "[O-]/[NH+]=C1\\C=NN=CC1", "charge": 0, "homo_ev": [-8.9, -8.9]}

---

Entry three
{"formula": "C4H5N3O", "method": "the ωB97M-V functional and the def2-TZVPD basis", "symbols": ["C", "C", "C", "C", "H", "H", "H", "H", "H", "N", "N", "N", "O"], "xyz": [[-0.587, 0.666, -0.011], [0.342, -1.151, -0.865], [1.677, -0.973, 0.545], [0.578, -0.183, 0.165], [-0.651, 1.711, 1.631], [-2.190, 2.465, 0.415], [-2.336, 0.320, -1.453], [1.771, -1.388, 1.699], [2.596, -0.406, 0.445], [-1.009, 1.742, 0.655], [-1.134, 0.156, -1.053], [-0.645, -0.999, -1.646], [1.588, -1.961, -0.526]], "nbo_charge": [0.346, 0.474, -0.048, -0.367, 0.409, 0.418, 0.412, 0.171, 0.182, -0.808, -0.354, -0.344, -0.490], "lumo_energy_ev": -0.22, "charge": 0, "homo_ev": -8.0}

---

Entry four
{"formula": "C4H5N3O", "method": "the ωB97M-V functional and the def2-TZVPD basis", "symbols": ["C", "C", "C", "C", "N", "N", "N", "O", "H", "H", "H", "H", "H"], "xyz": [[0.826, -0.588, 0.590], [2.269, -0.706, 0.102], [0.336, 0.690, -0.118], [-4.003, -0.228, -0.093], [2.493, 0.352, -0.669], [-4.748, -1.024, -0.339], [1.417, 1.194, -0.679], [-0.770, 1.108, -0.064], [0.709, -0.572, 1.778], [3.128, -1.366, 0.206], [-3.412, 0.529, 0.213], [0.127, -1.405, 0.323], [1.629, 2.017, -1.250]], "nbo_charge": [-0.583, 0.012, 0.662, 0.087, -0.217, -0.315, -0.459, -0.598, 0.267, 0.227, 0.226, 0.266, 0.424], "lumo_energy_ev": 0.64, "smiles": "O=C1CC=NN1.C#N", "charge": 0, "homo_ev": -9.7}

---

From most stable to least stable, the computed energies give entry one, entry four, entry two, entry three.